Entry 1:
{
  "formula": "C4H9N",
  "method": "ωB97M-V with the def2-TZVPD basis set",
  "mol_weight_g_mol": 71.12,
  "max_force_ha_per_bohr": 0.020,
  "smiles": "C=NC.C=C",
  "orbital_gap_ev": 10.831,
  "symbols": ["C", "C", "H", "H", "H", "H", "C", "C", "N", "H", "H", "H", "H", "H"],
  "xyz": [[2.243, 0.651, 0.783], [2.112, 0.932, -0.499], [1.378, 0.654, 1.436], [3.185, 0.423, 1.263], [1.187, 1.149, -1.013], [2.965, 0.824, -1.162], [-2.337, -0.432, 0.627], [-0.415, -0.832, -0.599], [-1.576, -0.345, -0.598], [-3.309, -0.850, 0.361], [-2.509, 0.525, 1.122], [-1.933, -1.113, 1.390], [0.106, -0.997, -1.537], [0.060, -1.207, 0.313]],
  "forces_ev_per_angstrom": [[-0.5, 0.2, 0.4], [0.7, -0.5, -0.6], [0.0, 0.1, 0.1], [0.1, -0.1, -0.2], [-0.2, 0.1, 0.3], [0.1, 0.3, 0.1], [-0.4, -0.3, 0.5], [-0.4, -0.5, 0.2], [0.1, -0.1, -0.1], [-0.1, 0.2, 0.0], [0.0, 0.2, -0.3], [0.4, 0.1, -0.2], [0.2, 0.4, 0.0], [0.0, -0.2, 0.0]]
}

Entry 2:
{
  "formula": "CH2N2S2",
  "method": "ωB97M-V with the def2-TZVPD basis set",
  "mol_weight_g_mol": 106.17,
  "max_force_ha_per_bohr": 0.031,
  "orbital_gap_ev": 8.371,
  "symbols": ["C", "N", "N", "S", "S", "H", "H"],
  "xyz": [[-0.119, 0.136, 0.063], [-0.827, 1.213, -0.021], [1.233, -0.062, -0.071], [-1.279, -1.251, -0.102], [-2.422, 0.487, -0.183], [2.067, 0.497, 0.151], [1.348, -1.019, 0.162]],
  "forces_ev_per_angstrom": [[-1.0, 0.5, -1.1], [-0.4, -0.4, 0.2], [0.1, -0.5, 0.3], [0.9, 0.4, 0.3], [0.8, 0.6, 0.2], [-1.4, 0.2, 0.0], [1.0, -0.8, 0.1]]
}

Entry 3:
{
  "formula": "C8H6Cl2",
  "method": "ωB97M-V with the def2-TZVPD basis set",
  "mol_weight_g_mol": 173.04,
  "max_force_ha_per_bohr": 0.119,
  "spin_multiplicity": 3,
  "orbital_gap_ev": [7.328, 7.794],
  "s_squared": 2.0072,
  "symbols": ["C", "C", "C", "C", "C", "C", "C", "C", "Cl", "Cl", "H", "H", "H", "H", "H", "H"],
  "xyz": [[-0.700, -1.611, -1.177], [-1.422, -1.535, -0.014], [0.275, -0.628, -1.507], [-1.127, -0.630, 1.013], [0.549, 0.237, -0.521], [-0.134, 0.287, 0.715], [1.577, 1.333, -0.495], [0.481, 1.365, 1.387], [-0.173, 2.991, 1.465], [1.051, 0.861, 2.952], [-0.911, -2.434, -1.903], [-2.311, -2.181, -0.038], [0.837, -0.602, -2.512], [-1.798, -0.644, 1.875], [2.622, 0.912, -0.433], [1.183, 2.279, -0.808]],
  "forces_ev_per_angstrom": [[0.9, 0.1, -2.1], [-0.7, -0.6, 0.0], [0.0, -2.4, -1.9], [-0.8, -0.1, -0.6], [1.1, 2.6, 1.2], [-0.3, -0.8, -1.9], [1.4, -2.8, -3.4], [-2.0, 1.0, 5.7], [0.3, -0.6, -0.5], [0.4, 0.2, 0.3], [0.0, 1.0, 0.6], [0.5, 0.2, 0.9], [-1.0, -0.2, 1.8], [0.6, 0.4, 0.0], [-1.1, 1.4, -0.2], [0.8, 0.7, 0.2]]
}

Entry 4:
{
  "formula": "C22H30N4O5S",
  "method": "ωB97M-V with the def2-TZVPD basis set",
  "mol_weight_g_mol": 462.57,
  "max_force_ha_per_bohr": 0.020,
  "smiles": "CCOC(=O)c1c(S(=O)(=O)N2CCC[C@H](C(=O)Nc3ncccc3C)C2)c(C)n(C)c1C",
  "orbital_gap_ev": 9.017,
  "symbols": ["C", "C", "H", "H", "O", "C", "O", "C", "C", "N", "C", "C", "S", "O", "O", "N", "C", "H", "C", "C", "O", "N", "C", "N", "C", "C", "C", "C", "C", "H", "H", "H", "H", "H", "H", "H", "H", "C", "C", "C", "H", "H", "H", "H", "H", "H", "H", "C", "H", "H", "H", "C", "H", "H", "H", "C", "H", "H", "H", "H", "H", "H"],
  "xyz": [[-3.942, -2.536, 1.582], [-3.363, -2.016, 0.275], [-4.120, -2.033, -0.516], [-2.492, -2.599, -0.035], [-2.893, -0.678, 0.431], [-3.615, 0.305, -0.106], [-4.699, 0.151, -0.621], [-2.953, 1.605, 0.057], [-3.612, 2.804, 0.261], [-2.673, 3.777, 0.433], [-1.423, 3.241, 0.305], [-1.557, 1.891, 0.081], [-0.158, 0.857, -0.247], [-0.542, -0.415, -0.792], [0.776, 1.612, -1.044], [0.512, 0.762, 1.293], [1.941, 0.533, 1.305], [2.377, 1.212, 0.573], [2.271, -0.923, 0.965], [3.764, -1.177, 1.033], [4.449, -0.817, 1.966], [4.301, -1.894, 0.007], [3.639, -2.394, -1.135], [3.553, -3.714, -1.200], [2.942, -4.263, -2.234], [2.377, -3.515, -3.254], [2.506, -2.138, -3.202], [3.165, -1.536, -2.135], [3.372, -0.057, -2.100], [4.114, 0.216, -1.354], [3.706, 0.290, -3.077], [2.440, 0.460, -1.871], [2.108, -1.518, -3.992], [1.867, -3.996, -4.074], [2.906, -5.344, -2.233], [5.209, -2.297, 0.199], [1.873, -1.150, -0.025], [1.584, -1.834, 1.993], [0.080, -1.580, 1.970], [-0.218, -0.098, 2.201], [-1.279, 0.102, 2.046], [0.058, 0.193, 3.220], [-0.319, -1.859, 0.994], [-0.417, -2.176, 2.738], [1.793, -2.880, 1.758], [1.993, -1.617, 2.984], [2.329, 0.780, 2.298], [-0.192, 4.060, 0.423], [0.008, 4.315, 1.464], [0.643, 3.484, 0.037], [-0.282, 4.982, -0.149], [-2.939, 5.168, 0.679], [-2.823, 5.752, -0.237], [-3.956, 5.288, 1.044], [-2.246, 5.551, 1.427], [-5.072, 3.066, 0.321], [-5.598, 2.148, 0.079], [-5.358, 3.829, -0.402], [-5.376, 3.398, 1.315], [-4.811, -1.948, 1.867], [-4.243, -3.573, 1.460], [-3.199, -2.472, 2.374]],
  "forces_ev_per_angstrom": [[0.2, 0.3, -0.3], [-0.3, -0.4, -0.1], [0.2, 0.0, 0.1], [-0.1, 0.1, 0.0], [0.0, 0.0, 0.3], [-0.4, 0.2, 0.0], [0.0, -0.1, 0.0], [-0.2, 0.3, 0.0], [-0.2, -0.8, -0.1], [0.3, -0.5, -0.1], [0.4, -0.1, 0.0], [0.3, -0.2, -0.1], [-0.1, 0.6, 0.2], [-0.1, 0.1, 0.2], [0.0, 0.1, 0.2], [-0.3, 0.3, -0.9], [0.7, 0.0, -0.4], [0.2, 0.0, 0.2], [0.2, 0.1, 0.4], [-0.3, 0.1, -0.3], [0.0, 0.1, 0.3], [0.5, -0.2, -0.1], [-0.3, 0.0, -0.4], [0.1, -0.1, 0.4], [-0.1, -0.1, -0.2], [0.0, 0.1, 0.0], [0.0, -0.2, 0.2], [0.1, -0.3, 0.0], [-0.1, 0.1, 0.0], [0.0, 0.1, 0.0], [0.1, 0.1, 0.0], [0.1, 0.0, 0.0], [0.0, 0.1, -0.1], [0.0, -0.1, -0.1], [-0.1, -0.1, -0.1], [-0.1, 0.1, 0.1], [0.0, 0.0, 0.0], [-0.1, -0.1, -0.2], [0.1, 0.1, 0.1], [-0.5, -0.4, 0.2], [0.0, 0.0, 0.3], [-0.1, 0.0, -0.1], [-0.1, -0.1, 0.1], [-0.1, 0.0, 0.0], [0.0, 0.0, 0.1], [0.1, 0.0, 0.0], [-0.1, 0.0, -0.1], [0.0, 0.1, 0.0], [0.0, 0.1, 0.1], [0.1, 0.2, 0.0], [0.1, 0.1, 0.0], [0.0, 0.4, 0.0], [0.0, 0.0, 0.1], [0.1, 0.0, 0.0], [-0.1, 0.0, 0.0], [0.0, 0.0, 0.0], [0.0, 0.0, 0.0], [-0.1, 0.1, 0.0], [-0.1, 0.1, 0.0], [-0.1, 0.0, 0.0], [0.0, -0.1, 0.0], [0.1, 0.0, 0.1]]
}